DFT (ωB97M-V/def2-TZVPD) results for C5H12O2 in the gas phase in a non-equilibrium geometry.

Values from the calculation:
HOMO energy = -0.3132 Eh
HOMO-LUMO gap = 9.54 eV
E_LUMO = 0.037 Ha
SMILES = CO[C@@H](C)CCO
Total charge = 0

CARTESIAN COORDINATES (ANGSTROEM)
C -0.297 0.197 2.087
O -0.473 0.285 0.704
C 0.289 -0.742 -0.012
C -1.326 -1.495 0.233
C 0.679 -0.187 -1.421
C 1.127 1.296 -1.448
O 0.087 2.185 -1.123
H -0.147 -0.823 2.490
H -1.176 0.635 2.569
H 0.592 0.792 2.276
H 1.288 -0.825 0.533
H -1.710 -1.393 -0.772
H -2.165 -1.071 0.893
H -1.139 -2.485 0.581
H -0.184 -0.266 -2.084
H 1.487 -0.782 -1.881
H 2.014 1.447 -0.804
H 1.441 1.563 -2.470
H -0.351 1.799 -0.347

DFT (ωB97M-V/def2-TZVPD) results for C5H12O2 in the gas phase.

Values from the calculation:
HOMO energy = -0.3602 Eh
HOMO-LUMO gap = 10.53 eV
E_LUMO = 0.027 Ha
SMILES = CC[C@@H](O)[C@@H](C)O
Total charge = 0

CARTESIAN COORDINATES (ANGSTROEM)
C 2.393 0.233 1.132
C 0.939 0.624 0.893
C 0.271 -0.311 -0.116
O 0.443 -1.660 0.255
C -1.234 0.037 -0.329
C -1.561 0.310 -1.790
O -1.978 -1.066 0.180
H 2.443 -0.787 1.522
H 2.959 0.252 0.192
H 2.886 0.907 1.839
H 0.377 0.591 1.838
H 0.871 1.657 0.521
H 0.791 -0.202 -1.078
H -0.324 -1.888 0.800
H -1.475 0.934 0.264
H -1.229 -0.524 -2.417
H -2.639 0.449 -1.939
H -1.055 1.223 -2.128
H -2.879 -0.780 0.359